The following is a quantum chemistry calculation of C4HLi2O4 as an isolated structure at a distorted geometry, from OMol25.

The total charge is +1. The HOMO energy (spin up / spin down) comes out at -13.5 / -13.5 eV. Its largest force on an atom is 8.2 eV/A. The frontier orbital gap (spin up / spin down) is 0.31997 / 0.32000 hartree. The relative energy (zero: lowest compared OMol25 entry of this formula, charge and spin) is 87.8 kcal per mole. The value obtained for the LUMO energy (spin up / spin down) is -4.79 / -4.79 eV.

XYZ file:
```
11
Properties=species:S:1:pos:R:3:nbo_charge:R:1
O 1.7080 1.9189 1.8568 -0.628
C 1.8064 2.5917 2.7598 0.640
C 0.3340 -1.6347 0.0950 0.073
C 0.6003 -1.7110 -1.1363 -0.108
H 1.3268 -1.8407 -1.9246 0.242
Li 1.4638 0.4280 0.3553 0.953
O -1.6592 -0.6089 -1.3887 -0.655
C -1.4613 -0.3116 -0.1783 0.915
O -0.8787 0.7863 0.0278 -0.883
O -0.9369 -1.3758 0.5134 -0.525
Li -2.3032 1.7578 -0.9802 0.976
```

***

The following is a quantum chemistry calculation of C46H44AuFN10O4 as an isolated structure at a distorted geometry, from OMol25.

The total charge is 0. The HOMO energy (spin up / spin down) comes out at -8.0 / -8.0 eV. As for the expectation value of S²: 2.06. Its largest force on an atom is 3.1 eV/A. The frontier orbital gap (spin up / spin down) is 0.29898 / 0.23843 hartree. The spin multiplicity is 3. The value obtained for the LUMO energy (spin up / spin down) is 0.10 / -1.54 eV.

XYZ file:
```
106
Properties=species:S:1:pos:R:3:mulliken_spin:R:1
Au 0.1911 -0.0111 -2.5204 0.163
C 6.2184 4.4678 -3.1156 0.000
C 6.3015 3.8432 -1.7342 0.000
C 7.7675 3.2875 -1.6106 0.000
C 7.9422 2.5345 -0.2915 0.000
C 6.9139 1.4308 -0.2643 0.001
C 7.2071 0.2701 0.4117 0.000
C 6.2831 -0.7411 0.5468 0.000
F 6.6818 -1.8004 1.2588 0.000
C 5.0372 -0.6354 -0.0472 -0.001
C 4.7043 0.5827 -0.7146 -0.001
C 3.3431 0.7278 -1.2961 0.005
O 2.5761 -0.2044 -1.1965 0.004
C 3.0391 2.0542 -1.7632 -0.001
C 4.0543 2.9910 -1.8419 -0.001
N 5.3213 2.7687 -1.4654 0.000
C 5.6721 1.5879 -0.8074 -0.001
C 1.6589 2.6570 -2.1050 -0.003
O 1.5601 3.8855 -2.0929 0.007
O 0.6281 1.9400 -2.4220 0.003
H 6.7414 5.4372 -3.0584 0.000
H 5.1626 4.6529 -3.3992 0.000
H 6.7024 3.8433 -3.8732 0.000
H 6.1380 4.5898 -0.9271 0.000
H 8.3739 4.1788 -1.6431 0.000
H 8.0401 2.6247 -2.4132 0.000
H 7.7766 3.2425 0.5377 0.000
H 8.9551 2.1551 -0.0857 0.000
H 8.1523 0.2028 0.9746 0.000
H 4.2315 -1.4020 -0.1070 0.000
H 3.8188 3.9790 -2.1650 0.000
C -6.9561 -0.4534 -1.3339 0.000
N -6.0616 -1.0183 -2.3755 0.000
C -6.2504 -2.0123 -3.2481 0.000
N -5.1277 -2.2977 -3.8901 -0.001
C -4.2514 -1.4572 -3.3261 0.000
N -4.7513 -0.6521 -2.4051 0.000
C -6.5660 -0.8683 0.0732 0.000
C -6.0442 -2.1224 0.3576 0.000
C -5.5696 -2.3638 1.6444 0.000
C -5.5173 -1.4049 2.6079 0.000
C -5.9853 -0.1246 2.3177 0.000
C -6.5347 0.1146 1.0915 0.000
C -5.7351 0.9844 3.2553 0.000
N -6.4479 1.9816 3.6670 0.000
N -5.6146 2.7045 4.5031 0.000
C -4.4772 2.0452 4.5776 0.000
O -4.4917 0.9053 3.8121 0.000
C -3.2821 2.4187 5.2957 0.000
C -3.2909 3.4725 6.1824 0.000
C -2.1272 3.9416 6.7054 0.000
C -0.9465 3.1680 6.5321 0.000
C -0.9713 2.0656 5.7209 0.000
C 0.2306 1.1648 5.6337 0.000
N 1.2936 1.6540 4.8412 0.000
C 2.5854 1.8244 5.1928 0.000
N 3.2421 2.3334 4.1905 0.000
C 2.3080 2.4248 3.2090 0.000
N 1.1178 2.0209 3.5597 0.000
C -2.1329 1.6891 5.1027 0.000
H -8.0114 -0.8475 -1.5802 0.000
H -6.9457 0.6350 -1.3721 0.000
H -7.1778 -2.5198 -3.3822 0.000
H -3.1935 -1.3633 -3.6415 -0.001
H -5.8911 -2.9155 -0.4186 0.000
H -5.0781 -3.3576 1.8026 0.000
H -5.0907 -1.7089 3.5116 0.000
H -7.0039 1.0772 0.9050 0.000
H -4.2422 3.9361 6.4018 0.000
H -2.1054 4.7616 7.3849 0.000
H -0.0533 3.4952 7.0352 0.000
H 0.0225 0.1406 5.3980 0.000
H 0.6546 1.0742 6.7085 0.000
H 3.0442 1.6135 6.1267 0.000
H 2.6239 2.7351 2.2354 0.000
H -2.1737 0.8332 4.4222 0.000
C -0.4719 -2.2241 -5.5297 0.023
C 0.2585 -3.4287 -4.9367 0.061
C 1.7382 -3.1221 -4.7242 0.018
C -0.4798 -3.9335 -3.7344 0.161
C -1.0010 -5.2391 -3.7016 -0.125
C -1.6163 -5.6845 -2.4951 0.217
C -1.7334 -4.8758 -1.4009 -0.123
C -1.2551 -3.6256 -1.3574 0.157
C -1.4484 -2.8133 -0.1223 0.067
C -0.0976 -2.3756 0.4679 0.012
C -2.3553 -1.5978 -0.2858 0.028
C -0.6338 -3.1220 -2.5613 0.102
N -0.2845 -1.8453 -2.5564 1.241
H 0.1270 -1.9335 -6.4444 0.001
H -0.5372 -1.4155 -4.7883 -0.009
H -1.4987 -2.3742 -5.8584 -0.002
H 0.2620 -4.1951 -5.7390 0.003
H 1.8394 -2.1753 -4.2213 -0.004
H 2.1912 -3.0296 -5.7350 0.001
H 2.3333 -3.8285 -4.1413 -0.003
H -0.7359 -5.8169 -4.5751 0.000
H -1.8300 -6.7103 -2.3793 0.011
H -2.1260 -5.3097 -0.4624 0.005
H -1.9042 -3.5166 0.6406 0.002
H 0.5059 -1.8264 -0.2481 -0.001
H 0.4860 -3.2383 0.7720 -0.006
H -0.2239 -1.7704 1.3269 0.002
H -2.0880 -1.0557 -1.2309 -0.004
H -2.2405 -0.8872 0.5944 -0.001
H -3.3968 -1.8976 -0.3734 -0.006
```